# C43H59AlNP3SSiTe

C43H59AlNP3SSiTe as an isolated structure (ωB97M-V/def2-TZVPD, the Open Molecules 2025 dataset).

Values from the calculation:
- highest occupied orbital energy (eV) = -7.3
- E_tot (Eh) = -3950.94895
- energy above the lowest of the compared OMol25 structures with the same formula, charge and spin (kJ/mol) = 79.3
- LUMO level (eV) = 0.175

Geometry (Å):
Al 0.779 0.233 1.218
C -2.704 0.915 -3.476
C -2.261 1.155 -2.035
C -3.163 2.147 -1.300
P -0.475 1.566 -1.693
C -0.243 3.346 -2.168
C 1.258 3.654 -2.135
C -0.896 3.965 -3.406
C 0.324 0.533 -2.967
C 0.613 0.964 -4.262
C 1.098 0.085 -5.215
C 1.294 -1.250 -4.894
C 1.040 -1.684 -3.604
C 0.569 -0.814 -2.614
Si 0.611 -1.369 -0.799
C 2.287 1.268 0.414
C 3.112 0.941 -0.665
C 4.287 1.636 -0.909
C 4.662 2.691 -0.085
C 3.864 3.051 0.987
C 2.695 2.335 1.238
P 1.435 2.588 2.517
C 0.509 4.107 1.966
C 1.341 5.253 1.394
C -0.420 4.609 3.072
C 2.121 2.968 4.193
C 2.487 1.658 4.896
C 3.276 3.964 4.274
C 1.578 -3.004 -0.830
C 2.923 -3.244 -1.117
C 3.471 -4.462 -0.746
C 2.698 -5.436 -0.108
C 1.352 -5.226 0.142
C 0.804 -4.008 -0.250
P -0.847 -3.297 -0.256
C -1.780 -4.238 -1.564
C -3.277 -3.931 -1.499
C -1.239 -3.938 -2.952
C -1.729 -3.743 1.295
C -0.949 -3.236 2.506
C -2.051 -5.232 1.454
H -3.761 0.633 -3.487
H -2.137 0.107 -3.941
H -2.595 1.799 -4.104
H -2.338 0.189 -1.525
H -3.179 3.116 -1.805
H -2.827 2.301 -0.271
H -4.191 1.777 -1.268
H -0.706 3.830 -1.297
H 1.786 3.109 -2.922
H 1.711 3.369 -1.187
H 1.425 4.722 -2.299
H -0.333 3.756 -4.316
H -0.911 5.052 -3.291
H -1.923 3.638 -3.556
H 0.447 1.996 -4.534
H 1.318 0.443 -6.213
H 1.659 -1.944 -5.640
H 1.244 -2.716 -3.352
H 2.850 0.131 -1.342
H 4.922 1.352 -1.740
H 5.583 3.228 -0.279
H 4.154 3.884 1.616
H -0.121 3.699 1.165
H 2.003 5.681 2.150
H 0.680 6.055 1.051
H 1.952 4.938 0.553
H 0.144 5.113 3.860
H -0.993 3.796 3.522
H -1.129 5.331 2.662
H 1.256 3.395 4.709
H 3.388 1.225 4.460
H 1.685 0.924 4.816
H 2.680 1.846 5.955
H 4.175 3.543 3.819
H 3.508 4.172 5.321
H 3.049 4.913 3.787
H 3.545 -2.480 -1.573
H 4.520 -4.657 -0.930
H 3.157 -6.372 0.183
H 0.749 -6.000 0.602
H -1.612 -5.296 -1.350
H -3.457 -2.856 -1.567
H -3.742 -4.282 -0.578
H -3.785 -4.414 -2.336
H -1.247 -2.868 -3.167
H -1.857 -4.438 -3.701
H -0.216 -4.294 -3.061
H -2.662 -3.173 1.227
H 0.048 -3.682 2.542
H -1.470 -3.511 3.426
H -0.839 -2.154 2.497
H -1.224 -5.746 1.947
H -2.253 -5.743 0.514
H -2.932 -5.344 2.088
Te -1.453 0.777 2.428
C -3.051 -0.595 2.116
C -3.538 -1.285 3.228
C -4.657 -2.102 3.131
C -5.320 -2.237 1.917
C -4.849 -1.550 0.807
C -3.720 -0.743 0.904
H -3.033 -1.182 4.182
H -5.016 -2.627 4.008
H -6.199 -2.864 1.841
H -5.364 -1.638 -0.143
H -3.376 -0.205 0.036
S 1.923 -1.381 2.530
C 3.465 -0.708 2.548
N 4.537 -0.277 2.607

Forces on the atoms, in the same order (eV/Å):
Al 0.40 -0.24 -0.56
C -0.02 0.02 -0.02
C 0.04 -0.03 -0.02
C 0.01 0.00 0.01
P -0.08 0.03 0.04
C 0.03 0.04 0.03
C -0.03 0.06 -0.07
C -0.01 -0.02 -0.01
C -0.07 -0.22 -0.04
C -0.01 -0.02 0.05
C 0.02 0.02 -0.04
C 0.01 -0.01 0.00
C 0.16 0.12 0.00
C -0.04 0.20 -0.06
Si -0.56 -0.23 0.12
C 0.23 0.09 0.37
C -0.01 0.00 -0.08
C -0.04 -0.02 -0.01
C 0.05 0.03 0.00
C -0.03 0.02 -0.04
C -0.12 -0.07 -0.07
P -0.09 0.12 0.11
C 0.01 0.04 0.01
C -0.04 0.02 0.07
C -0.02 -0.02 0.00
C 0.06 -0.02 -0.05
C 0.01 0.06 0.02
C 0.02 -0.01 -0.01
C 0.47 0.40 0.02
C -0.01 -0.18 0.26
C 0.02 0.00 -0.02
C 0.01 -0.02 -0.01
C -0.03 0.00 -0.22
C -0.04 0.15 0.01
P -0.25 -0.82 -0.10
C -0.11 0.29 0.02
C 0.01 0.01 0.10
C 0.04 -0.03 -0.07
C -0.14 0.45 0.12
C 0.14 -0.10 0.00
C 0.08 -0.06 -0.09
H 0.02 0.00 -0.01
H 0.00 0.01 0.00
H 0.00 -0.02 0.00
H -0.02 -0.05 0.03
H 0.01 -0.04 0.03
H -0.02 0.00 -0.01
H 0.00 0.02 -0.01
H 0.07 0.04 0.01
H -0.02 0.05 0.03
H 0.02 -0.01 0.06
H 0.00 -0.01 0.03
H -0.05 -0.01 0.00
H 0.02 0.00 -0.01
H 0.02 0.04 0.00
H -0.01 -0.04 -0.01
H -0.01 -0.01 -0.01
H 0.02 0.00 0.00
H 0.03 0.00 -0.01
H 0.02 0.00 0.05
H -0.01 0.00 0.00
H -0.02 -0.01 0.00
H 0.00 -0.01 0.00
H 0.02 0.02 -0.04
H -0.03 0.01 -0.03
H 0.00 -0.03 0.00
H 0.04 -0.03 -0.06
H -0.01 -0.01 -0.02
H 0.00 0.02 0.01
H 0.01 -0.01 0.01
H -0.03 -0.02 0.00
H 0.01 -0.03 -0.02
H -0.01 -0.02 0.01
H 0.01 0.00 -0.02
H -0.02 0.02 0.01
H 0.00 0.00 -0.01
H 0.02 -0.02 0.02
H -0.03 -0.03 0.02
H -0.02 -0.02 0.00
H 0.01 0.01 0.01
H 0.02 0.02 0.01
H 0.01 -0.01 0.03
H -0.01 0.04 -0.05
H 0.02 0.02 0.02
H 0.01 0.02 0.01
H -0.08 -0.03 0.01
H 0.05 -0.02 0.01
H 0.06 -0.02 -0.04
H -0.02 -0.08 0.05
H -0.02 -0.01 0.00
H -0.03 0.03 -0.03
H 0.01 0.04 0.02
H 0.02 -0.01 -0.04
H -0.07 -0.02 0.07
H 0.03 0.01 0.03
Te -0.09 0.09 0.00
C -0.08 -0.03 0.07
C 0.01 -0.03 -0.03
C 0.03 0.00 -0.03
C 0.04 0.00 -0.01
C 0.03 -0.05 -0.07
C -0.08 -0.01 0.11
H -0.01 0.00 -0.02
H 0.00 0.00 -0.01
H 0.00 0.01 0.00
H 0.00 0.00 0.02
H 0.00 0.06 -0.05
S -0.13 0.07 0.12
C 0.19 0.00 -0.02
N -0.08 -0.03 -0.04